[1]
{"formula": "C6H8N2O2S", "method": "ωB97M-V with the def2-TZVPD basis set", "homo_energy_ev": -9.286, "relative_energy_ev": 3.638, "fmax_ha_per_bohr": 0.1055, "elements": ["C", "H", "H", "O", "C", "C", "H", "H", "H", "H", "H", "S", "N", "N", "C", "O", "H", "C", "C"], "xyz": [[-2.3546, 0.4230, -0.1633], [-4.5509, 1.0884, -0.2503], [-1.0694, -1.1817, -0.3037], [0.3890, -1.1987, -0.9547], [2.5052, -0.0382, -0.1868], [-3.7595, 0.3976, -0.2129], [0.7210, 2.0918, 0.3657], [3.0082, 0.9484, 0.1413], [2.2633, -0.5888, 0.6447], [-2.9932, -2.6356, -0.3198], [0.1334, 0.3107, 0.9301], [0.9830, 0.1617, -1.2102], [-2.0031, -0.9316, -0.1924], [-4.2052, -0.8562, -0.1564], [-1.5924, 1.6831, -0.1376], [-1.7862, 2.8717, -0.1702], [3.3224, -0.6222, -0.8266], [-3.1027, -1.6071, -0.2352], [0.2395, 1.1397, 0.1234]], "forces_ev_per_a": [[-2.1, 2.3, -0.5], [-0.1, 1.6, 0.1], [2.3, -1.2, -0.4], [0.2, -0.2, -0.9], [3.7, 1.9, -3.5], [0.7, -1.0, 0.7], [0.2, -0.5, 0.1], [-1.0, -1.4, -0.7], [-0.9, -1.4, 1.8], [-0.6, -1.8, 0.0], [0.5, 1.8, -0.9], [1.0, 0.1, 2.2], [-0.8, 4.0, 0.6], [0.1, -1.5, -0.9], [3.9, -1.6, 0.3], [-0.5, -2.1, 0.0], [-1.8, 1.1, 1.3], [-1.3, 0.2, 0.5], [-3.5, -0.4, 0.3]]}


[2]
{"formula": "C6H8N2O4", "method": "ωB97M-V with the def2-TZVPD basis set", "homo_energy_ev": -9.804, "relative_energy_ev": 1.525, "fmax_ha_per_bohr": 0.1251, "smiles": "O=c1cc[nH]c(=O)[nH]1.CC(=O)O", "elements": ["C", "H", "C", "O", "O", "C", "C", "H", "C", "N", "H", "O", "H", "C", "N", "H", "O", "H", "H", "H"], "xyz": [[-2.2769, 2.2251, 0.6334], [-3.2260, 3.2165, 2.3109], [0.9579, -2.7256, -1.1435], [3.2955, -2.5813, -1.0011], [1.0517, 1.0203, 0.5184], [2.2090, -2.1663, -0.9686], [0.9603, -0.0868, 0.0598], [2.9473, -0.2304, -0.3237], [-0.1691, -2.0911, -0.6462], [2.0683, -0.9231, -0.2621], [-0.3083, 1.8873, 0.4706], [-2.6123, 1.1116, 0.3038], [-1.1169, -0.5920, 0.3193], [-3.3495, 3.1985, 1.2898], [-0.0981, -0.9213, 0.0363], [0.7080, -3.7751, -1.5808], [-0.9585, 2.6584, 0.6602], [-3.4339, 4.2105, 0.8672], [-1.1819, -2.3518, -0.8337], [-4.3810, 2.7515, 1.1518]], "forces_ev_per_a": [[0.7, 1.2, 1.4], [0.8, 0.3, 2.3], [-5.5, -3.1, -1.1], [3.8, -2.1, -1.6], [-0.2, 1.0, -0.2], [-1.3, 2.6, 3.1], [2.3, -4.1, 0.1], [-2.2, -2.6, 0.3], [2.9, -0.3, -1.0], [2.4, 5.7, -0.5], [-0.8, 1.1, 0.4], [0.5, -0.1, -0.3], [3.0, 0.1, -0.6], [-0.9, -1.1, -3.4], [-5.8, 1.4, 0.8], [1.1, 2.2, 0.5], [-2.1, -1.0, -0.3], [0.6, -0.3, 0.2], [-0.4, -1.0, 0.0], [1.3, 0.2, -0.2]]}


[3]
{"formula": "C6H8N2OS", "method": "ωB97M-V with the def2-TZVPD basis set", "homo_energy_ev": -7.506, "relative_energy_ev": 4.032, "fmax_ha_per_bohr": 0.0948, "smiles": "c1coc(N2NCCS2)c1", "elements": ["C", "O", "H", "C", "H", "H", "H", "H", "C", "H", "C", "H", "N", "S", "H", "N", "C", "C"], "xyz": [[0.3314, -0.3823, 0.9661], [-0.3780, -1.5857, 0.7077], [0.2875, 0.2786, -3.2832], [0.4822, 0.7058, -2.4144], [-0.3156, 2.7313, -2.4587], [-0.4832, -0.6173, -1.5454], [-1.4317, 1.4376, -1.7115], [1.4042, 1.1512, -2.5024], [-0.1345, -1.3694, 2.8852], [-0.0978, -1.5646, 3.9532], [0.3970, -0.2265, 2.3200], [0.7167, 0.6205, 2.8144], [0.4787, -0.2822, -1.3177], [0.1717, 2.1204, -0.2292], [-1.1880, -3.0588, 2.0035], [0.7293, 0.3651, -0.1563], [-0.5910, -2.1671, 1.9023], [-0.3788, 1.8434, -1.9336]], "forces_ev_per_a": [[-1.4, -1.1, 0.0], [1.0, 1.3, -0.5], [-1.5, -2.0, -3.8], [1.0, 1.5, 4.5], [-0.1, 1.7, -1.2], [0.3, -0.3, 1.9], [1.1, 1.0, -1.3], [2.7, 0.7, -0.2], [-0.4, -1.1, 1.7], [-0.4, -0.1, -0.3], [0.5, 0.2, -2.4], [0.9, 1.4, 0.9], [-0.8, -0.7, -4.1], [0.3, -0.3, 0.1], [0.3, -0.1, -0.6], [-0.3, 0.4, 1.9], [-0.3, 0.1, 0.9], [-2.7, -2.5, 2.6]]}


[4]
{"formula": "C6H8N2OS", "method": "ωB97M-V with the def2-TZVPD basis set", "homo_energy_ev": -8.058, "relative_energy_ev": 2.971, "fmax_ha_per_bohr": 0.0869, "smiles": "[H]/N=C/O[C@@H]1C=N/C(=C\\C)S1", "elements": ["C", "H", "C", "H", "H", "H", "H", "C", "C", "N", "C", "N", "H", "H", "C", "O", "S", "H"], "xyz": [[-1.9984, 0.6015, -0.5383], [3.2916, 0.9778, -0.6945], [-2.1423, -1.3487, 0.6937], [-0.5656, -2.1724, 1.3808], [3.8296, -0.0801, 0.7670], [-2.6820, 1.4126, -1.0901], [1.8699, 1.2040, 1.7167], [2.8919, 0.1783, 0.0992], [1.6757, 0.8634, 0.7142], [-0.9026, -1.5191, 0.6983], [-0.9145, 0.3061, -1.4794], [0.2884, 0.4716, -1.1892], [2.6280, -0.8045, -0.3728], [-2.8047, -2.0882, 1.1118], [0.4978, 0.9589, 0.0352], [-2.7973, -0.4430, -0.1327], [-1.0197, 1.5631, 0.7557], [-1.1455, -0.0813, -2.4757]], "forces_ev_per_a": [[-0.7, 4.4, -0.6], [-0.6, -2.1, 1.3], [0.0, -1.2, -1.3], [-0.2, -0.6, 0.2], [-2.2, 0.9, -0.8], [1.0, -2.0, 1.4], [-0.8, 0.3, 0.2], [1.9, 0.8, -1.2], [0.1, -0.9, -1.0], [0.1, 1.4, -0.1], [-0.1, -1.2, -1.9], [1.2, -0.6, -2.0], [0.2, 1.2, 0.0], [-0.8, 0.4, 0.5], [1.5, 0.7, 3.8], [0.4, -1.2, 1.5], [-0.7, -0.2, -0.2], [-0.2, 0.0, 0.2]]}


[5]
{"formula": "C6H8N2S", "method": "ωB97M-V with the def2-TZVPD basis set", "homo_energy_ev": -7.762, "relative_energy_ev": 3.244, "fmax_ha_per_bohr": 0.0597, "elements": ["S", "N", "H", "H", "C", "C", "H", "H", "H", "C", "H", "C", "C", "N", "H", "C", "H"], "xyz": [[1.7174, -2.1720, -0.3107], [-2.8931, -0.8195, 0.2477], [1.7451, 1.9675, 1.1424], [2.1279, 0.3436, -1.4321], [1.9895, 1.7617, 0.1138], [-1.4792, 0.6821, -0.5828], [-0.9920, 1.5189, -1.0416], [1.1792, -2.8720, 0.6894], [-3.6794, 0.9053, -0.7048], [-2.7981, 0.3733, -0.4069], [2.3070, 2.5958, -0.4889], [1.4461, -0.6049, 0.3525], [-1.6628, -1.2136, 0.4636], [-0.7830, -0.3442, -0.0321], [-1.3876, -2.1184, 0.9692], [1.8926, 0.5270, -0.3924], [1.2703, -0.5304, 1.4136]], "forces_ev_per_a": [[0.2, 0.3, 0.0], [-1.2, -0.3, 0.2], [-0.1, 0.0, 0.2], [0.0, 0.1, -0.1], [0.0, -0.6, -0.1], [0.3, 0.2, 0.1], [0.1, 0.2, -0.1], [0.0, 0.0, 0.2], [-0.1, 0.2, -0.1], [-0.1, -0.3, 0.2], [0.1, 0.1, -0.1], [-2.6, -0.5, -0.3], [0.0, 0.2, -0.2], [3.0, -0.2, 0.4], [0.1, -0.3, 0.1], [0.4, 0.9, -0.4], [0.0, 0.1, 0.1]]}


[6]
{"formula": "C6H8N2S2", "method": "ωB97M-V with the def2-TZVPD basis set", "homo_energy_ev": -7.425, "relative_energy_ev": 3.570, "fmax_ha_per_bohr": 0.1684, "elements": ["C", "H", "C", "C", "N", "H", "C", "S", "N", "C", "H", "H", "H", "H", "S", "C", "H", "H"], "xyz": [[2.6211, -2.2293, -0.1429], [3.0618, -3.0800, -0.4429], [0.8508, 1.6001, -0.3578], [-0.5116, 1.7600, 0.0401], [1.2513, 0.4271, -0.6965], [3.3241, -1.1368, -0.6103], [-1.3193, 0.6643, 0.1255], [1.8763, 2.9365, -0.5037], [-0.7497, -0.4997, -0.1561], [-2.6802, 0.7745, 0.6312], [-2.9795, 0.0782, 1.5529], [-1.4470, -1.4527, -0.1113], [-0.7436, 2.7747, 0.4060], [-3.0612, 2.0559, 0.9297], [1.0996, -2.2081, -1.0265], [0.4507, -0.6400, -0.5841], [2.4142, -2.2428, 1.0056], [-3.4578, 0.4180, -0.0589]], "forces_ev_per_a": [[0.4, 6.4, 1.5], [1.9, -2.9, -1.0], [-0.2, 4.3, 0.2], [-0.4, 0.4, 0.9], [0.8, -5.7, -0.9], [-2.1, -3.6, 2.0], [0.6, 4.0, 0.9], [-0.4, -0.4, 0.3], [-5.9, -6.4, 0.4], [-4.0, 1.7, 2.7], [1.2, 1.7, -1.5], [2.8, 3.4, -0.1], [-0.5, -0.8, -0.4], [1.6, -4.3, -0.9], [-1.4, -0.5, -0.4], [4.6, 2.1, -1.0], [0.7, 0.3, -2.2], [0.3, 0.4, -0.4]]}


[7]
{"formula": "C6H8N4", "method": "ωB97M-V with the def2-TZVPD basis set", "homo_energy_ev": -7.791, "relative_energy_ev": 3.605, "fmax_ha_per_bohr": 0.1216, "elements": ["C", "H", "N", "H", "C", "N", "H", "N", "H", "H", "H", "C", "H", "C", "C", "H", "C", "N"], "xyz": [[0.3438, 1.9210, 0.1743], [0.3695, 2.8319, -0.4259], [1.1875, -0.3236, -0.0487], [-2.8652, -2.1716, -0.0277], [-0.8903, 1.1468, 0.0153], [-0.8874, -1.6257, 0.0237], [-3.8694, 0.0395, -0.0914], [-2.1417, 1.1584, 0.0161], [2.1866, -1.8311, 0.9894], [0.4563, 2.1997, 1.2325], [1.7759, 1.2375, -1.1547], [-0.0826, -0.6336, -0.0259], [3.2042, -0.5902, 0.2290], [-2.7969, -0.0685, -0.0482], [-2.2302, -1.2963, -0.0171], [2.4234, -1.8607, -0.7637], [2.3167, -1.2066, 0.1057], [1.4998, 1.0731, -0.1829]], "forces_ev_per_a": [[0.4, 0.5, 0.4], [0.1, 0.0, 0.0], [0.6, -0.1, 0.1], [-0.2, 0.1, 0.0], [1.3, -5.6, -0.3], [1.3, -0.4, 0.0], [-0.1, -0.2, 0.0], [0.8, 1.0, 0.0], [0.0, 0.0, 0.0], [-0.1, 0.0, -0.2], [-0.4, -0.1, 0.2], [-3.6, 5.1, -0.1], [0.0, -0.1, 0.0], [-0.3, -0.5, 0.0], [-0.2, 0.3, 0.0], [0.1, 0.1, 0.0], [0.1, -0.3, 0.0], [0.2, 0.2, -0.3]]}


[8]
{"formula": "C6H8N4", "method": "ωB97M-V with the def2-TZVPD basis set", "homo_energy_ev": -9.301, "relative_energy_ev": 4.329, "fmax_ha_per_bohr": 0.1392, "smiles": "N#C[C@]12CNC[C@H]1CN=N2", "elements": ["H", "N", "N", "C", "C", "C", "N", "H", "H", "C", "H", "C", "H", "H", "H", "H", "N", "C"], "xyz": [[-0.1794, -1.2313, -1.6602], [0.1571, -1.1497, 1.6828], [1.7628, 1.2666, -0.3474], [1.6856, -0.0864, -1.0005], [0.2968, -0.8461, -0.6467], [-1.8752, 0.3826, -0.4830], [-0.3685, -0.0627, 1.6208], [0.0101, 2.3304, -0.9466], [0.1878, 2.2723, 0.8187], [0.4784, -1.9153, 0.4914], [2.3098, 1.9913, -0.5894], [-0.5089, 0.4180, 0.0971], [2.4203, -0.8628, -0.8004], [-0.1168, -2.9063, 0.5119], [1.6442, -0.0683, -2.2489], [1.6245, -2.3770, 0.4793], [-3.0230, 0.3213, -0.8572], [0.3233, 1.7511, -0.1680]], "forces_ev_per_a": [[0.8, 0.8, 2.5], [0.4, -1.1, 1.8], [-5.2, -4.6, 1.8], [-1.3, -0.1, -3.6], [0.2, 1.7, -1.0], [-5.2, 0.2, -0.4], [-0.4, 0.9, -1.9], [-1.2, 1.3, -2.2], [0.5, 0.0, -1.0], [1.6, -0.9, -1.4], [2.7, 2.2, -1.7], [1.1, -2.2, -2.1], [0.8, 0.8, 0.5], [0.4, 1.9, -0.3], [0.3, 0.4, 3.0], [-2.8, 1.6, 0.5], [5.9, 0.3, 1.7], [1.5, -3.4, 3.9]]}


| no. | frontier orbital gap (eV) |
| --- | --- |
| 1 | 9.54 |
| 2 | 9.95 |
| 3 | 8.19 |
| 4 | 8.47 |
| 5 | 6.39 |
| 6 | 7.39 |
| 7 | 8.58 |
| 8 | 9.90 |